1.
DFT (the ωB97M-V functional and the def2-TZVPD basis) results for a molecular structure, C43H51As2Br2CsN6O3P2 in a non-equilibrium geometry.

Geometry as XYZ:
```
110
Properties=species:S:1:pos:R:3:forces:R:3:lowdin_charge:R:1
Cs 1.07089 0.88113 -0.67435 2.94 -2.08 0.38 1.426
C -2.11154 -1.20716 0.72275 -0.07 0.03 0.08 -0.428
C -1.66513 0.17820 0.27918 -0.40 -0.31 -0.17 -0.570
As -3.12309 1.42947 -0.15443 -0.68 -0.14 0.02 1.326
C -4.19610 0.94616 1.42523 0.05 0.10 -0.05 -0.386
C -5.20122 -0.01001 1.47806 -0.01 -0.06 -0.26 -0.111
C -5.84142 -0.29308 2.67309 -0.09 -0.06 0.09 -0.087
C -5.47923 0.36813 3.83449 -0.02 -0.03 0.07 -0.096
C -4.47832 1.32573 3.79432 -0.01 -0.01 0.16 -0.090
C -3.84918 1.61392 2.59782 0.20 0.13 -0.20 -0.127
C -4.04608 0.32204 -1.48102 -0.02 0.04 0.03 -0.404
C -5.38541 0.61553 -1.73454 0.06 0.22 0.20 -0.144
C -6.10835 -0.09843 -2.67187 -0.11 -0.02 -0.05 -0.091
C -5.49636 -1.11759 -3.38343 0.00 -0.07 -0.07 -0.094
C -4.15679 -1.39499 -3.16917 -0.02 -0.09 -0.13 -0.082
C -3.43468 -0.67378 -2.23348 0.26 0.06 0.11 -0.109
As -0.76563 -2.56536 0.21053 -0.43 -0.36 0.17 1.313
C -1.99775 -4.09261 0.34915 0.12 0.03 -0.20 -0.407
C -2.26323 -4.88613 -0.76216 0.28 0.31 -0.07 -0.125
C -3.19123 -5.91153 -0.68918 -0.08 -0.12 -0.09 -0.095
C -3.86152 -6.15497 0.49669 -0.06 -0.05 -0.05 -0.093
C -3.59094 -5.38198 1.61499 -0.09 -0.06 0.04 -0.082
C -2.66410 -4.36024 1.53990 0.10 0.20 0.18 -0.109
C 0.09803 -2.89402 1.92979 0.13 -0.02 0.03 -0.437
C 0.65163 -4.15484 2.13738 -0.10 -0.08 -0.31 -0.140
C 1.30611 -4.45993 3.31499 0.03 -0.08 0.00 -0.084
C 1.41841 -3.49979 4.30874 0.05 0.05 0.09 -0.086
C 0.88385 -2.23781 4.10861 0.02 0.00 0.16 -0.090
C 0.23460 -1.93520 2.92242 -0.19 0.14 -0.26 -0.121
H -3.04396 -1.49803 0.22088 0.27 -0.08 0.12 0.056
H -2.29779 -1.24162 1.80226 0.01 -0.04 -0.19 0.077
H -1.07691 0.11045 -0.64092 -1.03 -0.18 0.27 -0.109
H -1.03056 0.64005 1.03704 -0.06 0.11 0.05 0.016
H -5.49152 -0.54565 0.58118 0.01 0.01 0.04 0.095
H -6.62416 -1.03866 2.69949 -0.04 -0.06 -0.01 0.101
H -5.97039 0.13420 4.76844 -0.05 0.00 0.05 0.099
H -4.18954 1.84428 4.69800 0.02 0.04 0.05 0.101
H -3.06708 2.36658 2.55414 -0.08 -0.01 0.10 0.075
H -5.86361 1.41564 -1.17290 -0.02 -0.10 -0.07 0.103
H -7.14966 0.13403 -2.84934 -0.04 0.03 0.01 0.102
H -6.05890 -1.68867 -4.10826 -0.03 -0.03 -0.05 0.099
H -3.67088 -2.18009 -3.73213 0.04 -0.03 -0.04 0.102
H -2.37756 -0.89053 -2.10246 -0.10 -0.03 0.02 0.090
H -1.73041 -4.69124 -1.68969 -0.10 -0.05 0.04 0.091
H -3.39297 -6.52007 -1.55961 -0.01 -0.03 -0.05 0.100
H -4.59985 -6.94182 0.54868 -0.02 -0.09 0.01 0.100
H -4.10735 -5.57871 2.54403 -0.02 0.01 0.06 0.103
H -2.44793 -3.76645 2.42257 -0.03 -0.02 -0.03 0.107
H 0.54818 -4.90328 1.35598 0.06 -0.05 0.12 0.105
H 1.72272 -5.44653 3.46481 0.02 -0.05 -0.01 0.103
H 1.92496 -3.73953 5.23360 0.00 0.02 0.05 0.101
H 0.95052 -1.48438 4.87999 0.09 0.07 0.04 0.082
H -0.17123 -0.94159 2.77512 0.00 0.06 0.06 0.059
C 3.26140 4.56729 -2.46790 0.03 -0.01 -0.02 -0.025
C 3.56861 4.25136 -1.03560 -0.09 -0.07 -0.13 -0.328
C 4.81300 4.64324 -0.50143 0.08 -0.04 0.38 -0.016
C 5.10924 4.33475 0.79422 0.11 0.11 -0.29 -0.030
C 4.16949 3.63576 1.57988 -0.20 -0.13 -0.10 -0.200
C 4.37513 3.28057 2.92340 0.20 -0.09 0.49 -0.626
Br 6.06607 3.60194 3.76037 -0.21 0.01 -0.05 0.732
C 3.38685 2.67487 3.65910 0.54 0.21 0.01 -0.183
C 2.18624 2.37406 3.04747 -0.53 -0.22 -0.21 -0.577
Br 0.77401 1.59786 4.06017 0.11 0.06 0.12 0.798
C 1.89696 2.61150 1.69366 0.09 0.22 0.95 -0.517
O 0.80136 2.25826 1.16849 -0.64 2.06 2.20 -0.564
C 2.93794 3.29266 0.95520 0.43 0.05 0.61 -0.168
N 2.67780 3.60360 -0.32643 -0.26 0.15 -0.69 0.132
H 3.27304 5.64584 -2.63105 0.01 0.06 -0.04 0.083
H 2.29390 4.17156 -2.76121 0.03 -0.02 0.04 0.043
H 4.03063 4.13301 -3.10729 0.01 0.01 -0.12 0.083
H 5.50768 5.18987 -1.12270 0.08 0.02 -0.02 0.114
H 6.05274 4.62707 1.23470 0.01 -0.01 -0.02 0.074
H 3.54147 2.44349 4.70272 0.02 -0.04 0.02 0.096
N -1.49478 3.82620 1.11363 -0.38 -0.38 0.41 0.039
N -1.12371 4.68824 0.07098 0.24 0.44 -0.29 0.031
C -0.78682 4.31264 -1.15746 0.09 0.78 -0.23 -0.382
N -0.61434 5.26454 -2.09174 -0.03 0.07 -0.14 0.197
N -0.70946 3.00695 -1.41495 -0.88 -0.03 2.01 0.059
N -0.20506 2.55028 -2.50896 -0.57 0.60 -1.29 -0.557
O -0.25743 1.34457 -2.65885 -1.43 -0.79 -1.91 -0.283
O 0.33579 3.25657 -3.34757 0.78 0.82 -1.25 0.001
H -1.19247 4.25852 1.98568 0.24 -0.07 -0.24 0.102
H -0.92885 2.97401 1.01508 0.18 0.40 0.14 0.023
H -1.33932 5.66193 0.23672 0.01 -0.26 -0.16 0.160
H -0.61022 6.24148 -1.86241 -0.01 -0.02 0.08 0.114
H -0.22379 4.93488 -2.96982 -0.02 0.17 0.24 0.088
C 1.35794 -1.14099 -4.68075 0.08 0.12 0.15 -0.287
P 2.16202 -0.73088 -3.08227 0.40 -1.09 -1.26 0.693
C 3.43754 0.44405 -3.70135 -0.17 -0.07 0.15 -0.281
C 3.20346 -2.25223 -2.88120 -0.15 -0.02 -0.13 -0.438
C 4.32934 -1.98843 -1.89061 0.06 0.02 0.10 -0.436
P 3.78589 -0.89581 -0.48930 1.27 -0.59 0.33 0.746
C 5.46028 -0.46632 0.15559 -0.24 0.06 -0.05 -0.283
C 3.36775 -2.17922 0.76110 -0.12 0.17 -0.17 -0.278
H 2.07792 -1.41252 -5.45136 0.03 -0.04 -0.10 0.037
H 0.79229 -0.26805 -4.99346 -0.13 0.08 -0.14 0.030
H 0.66022 -1.95921 -4.52312 -0.09 -0.12 -0.04 0.034
H 4.07060 -0.01329 -4.46220 0.05 0.02 -0.06 0.048
H 4.05392 0.79542 -2.87369 0.06 0.09 -0.02 0.017
H 2.90936 1.29522 -4.12570 0.03 0.17 -0.08 0.036
H 3.59959 -2.59469 -3.84719 -0.08 0.02 0.13 0.080
H 2.52903 -3.02554 -2.49783 0.05 -0.03 -0.06 0.072
H 5.13814 -1.45659 -2.40042 0.01 -0.03 0.06 0.073
H 4.74165 -2.92205 -1.48964 0.06 0.12 -0.06 0.081
H 6.07764 -1.35651 0.28445 0.05 -0.01 -0.01 0.041
H 5.34577 0.03307 1.11533 0.05 0.06 0.12 0.033
H 5.94877 0.22685 -0.52726 0.08 0.03 -0.03 0.032
H 4.20294 -2.86968 0.88693 -0.04 -0.09 -0.02 0.046
H 2.47468 -2.71895 0.44334 0.04 -0.07 0.09 0.013
H 3.15982 -1.70222 1.71907 -0.10 -0.02 0.05 0.041
```
Forces are in eV/Å.

- Frontier orbital gap: 0.24874 Ha
- Relative energy (zero: lowest compared OMol25 entry of this formula, charge and spin): 80.2 kcal per mole
- HOMO level: -6.851 eV
- LUMO level: -0.0030 hartree



2.
DFT (the ωB97M-V functional and the def2-TZVPD basis) results for a molecular structure, C43H51AsFI2InN2O7P.

Geometry as XYZ:
```
109
Properties=species:S:1:pos:R:3:forces:R:3:lowdin_charge:R:1
In 0.13447 -0.06041 0.08447 0.21 0.27 -0.47 0.614
O 0.81110 -1.68431 -2.99524 0.06 -0.33 -0.10 0.047
C 0.98702 -0.50474 -2.74984 0.02 0.39 -0.05 -0.631
O 1.50711 -0.00666 -1.67649 -0.13 -0.29 0.18 -0.151
C 0.50076 0.54548 -3.70994 -0.03 -0.07 -0.08 -0.148
C 0.50617 0.27837 -5.07399 -0.04 -0.01 -0.07 -0.002
C 0.06360 1.23062 -5.97438 -0.01 0.02 0.06 -0.050
C -0.41485 2.44957 -5.50753 0.03 -0.05 0.01 -0.053
C -0.45265 2.70590 -4.14815 -0.04 0.09 -0.02 -0.066
C 0.00931 1.75866 -3.23471 0.08 -0.01 0.13 -0.284
P 0.00704 2.19295 -1.44839 -0.14 -0.01 0.04 1.139
C 1.43165 3.32667 -1.33501 0.02 -0.04 -0.07 -0.325
C 1.52530 4.35309 -0.39632 -0.04 0.02 0.07 -0.159
C 2.60728 5.22133 -0.40344 -0.01 -0.03 -0.09 -0.075
C 3.62492 5.05673 -1.33077 -0.04 0.03 -0.04 -0.084
C 3.56592 4.00648 -2.23396 -0.01 0.02 0.01 -0.058
C 2.47875 3.14665 -2.23787 -0.02 0.04 -0.03 -0.063
C -1.53517 3.18038 -1.38274 -0.05 0.02 -0.02 -0.352
C -1.67585 4.48806 -0.93320 0.09 0.09 0.02 -0.072
C -2.92211 5.10636 -0.91721 -0.03 -0.06 -0.03 -0.067
C -4.04247 4.43160 -1.36822 0.04 -0.03 -0.01 -0.071
C -3.91115 3.13194 -1.84682 -0.04 0.03 0.03 -0.071
C -2.67504 2.51471 -1.84628 -0.01 -0.06 0.01 -0.121
H 0.86722 -0.68452 -5.40848 0.00 -0.03 0.01 0.125
H 0.08574 1.02768 -7.03565 0.01 -0.01 -0.04 0.110
H -0.75953 3.20083 -6.20430 -0.02 0.03 -0.01 0.111
H -0.83908 3.65528 -3.79879 0.01 -0.01 -0.01 0.116
H 0.77004 4.47947 0.36568 0.00 0.01 -0.04 0.055
H 2.65620 6.02016 0.32276 0.00 0.04 0.04 0.117
H 4.46808 5.73340 -1.33640 0.02 0.02 0.00 0.112
H 4.36531 3.85792 -2.94753 0.02 -0.01 -0.02 0.113
H 2.44289 2.33706 -2.95399 0.01 0.00 0.00 0.111
H -0.81830 5.06547 -0.62451 0.00 -0.03 0.01 0.086
H -3.00706 6.12556 -0.56790 0.01 0.05 0.02 0.109
H -5.00799 4.91823 -1.37126 -0.03 0.01 0.00 0.108
H -4.77445 2.60442 -2.23137 -0.01 -0.01 -0.01 0.113
H -2.59411 1.50382 -2.22936 0.03 0.00 0.01 0.105
C 7.04629 -2.61279 -1.07833 0.05 0.00 -0.01 -0.038
C 7.26731 -1.37064 -0.22971 -0.14 0.08 0.13 -0.288
C 8.21838 -0.39993 -0.90490 -0.01 -0.04 -0.09 -0.146
C 8.43868 0.82190 -0.03622 0.04 0.02 0.06 -0.123
C 7.12183 1.48342 0.24636 -0.13 0.00 0.00 -0.129
C 7.03279 2.83498 0.47476 -0.08 -0.01 -0.01 0.069
C 5.79499 3.42684 0.72261 0.09 0.05 0.02 -0.249
F 5.76626 4.75386 0.93737 0.00 -0.02 0.02 0.076
C 4.63558 2.71472 0.73633 0.00 -0.10 0.01 0.064
C 4.69894 1.33097 0.51101 0.17 0.06 -0.02 -0.027
C 3.47496 0.55259 0.53607 -0.24 0.08 -0.03 -0.286
O 2.36298 1.15933 0.58903 -0.23 -0.09 0.09 -0.396
C 3.61755 -0.84701 0.47507 0.32 -0.19 -0.08 -0.013
C 4.86029 -1.37689 0.21025 -0.12 0.12 0.00 0.054
N 5.97528 -0.66518 0.06221 0.12 0.01 0.00 0.050
C 5.93538 0.71688 0.26886 0.10 -0.16 -0.01 -0.052
C 2.51222 -1.83313 0.68623 -0.09 0.35 0.10 -0.548
O 2.67994 -3.01313 0.48432 0.12 -0.27 -0.02 0.099
O 1.40994 -1.31906 1.17525 0.05 -0.29 0.02 -0.158
H 8.01439 -2.95924 -1.43740 0.01 -0.01 0.01 0.091
H 6.42327 -2.38637 -1.94351 0.00 0.01 -0.04 0.102
H 6.59638 -3.43658 -0.52983 -0.02 -0.01 0.02 0.082
H 7.68754 -1.65512 0.74104 0.01 0.00 -0.04 0.161
H 7.80018 -0.10520 -1.87250 0.03 -0.01 -0.01 0.139
H 9.15643 -0.92012 -1.09777 0.00 0.02 0.02 0.127
H 9.11233 1.53280 -0.51441 0.00 -0.01 0.00 0.126
H 8.90885 0.52188 0.90601 0.01 0.01 -0.01 0.134
H 7.92031 3.45277 0.46412 0.03 0.04 0.00 0.137
H 3.68430 3.19668 0.90424 0.01 -0.03 0.00 0.091
H 4.93563 -2.44744 0.10612 -0.03 -0.04 0.00 0.136
C -2.17361 -3.54073 1.77647 0.01 -0.01 0.04 -0.130
C -2.67359 -2.77151 0.55966 -0.17 0.01 -0.01 -0.369
As -1.30562 -2.16691 -0.67886 0.20 -0.06 -0.09 1.281
C -0.25508 -3.77061 -0.97922 0.11 -0.04 -0.04 -0.364
C -1.02975 -5.07128 -1.16878 -0.02 -0.04 -0.01 -0.137
C -2.34146 -1.69586 -2.25386 -0.06 0.03 -0.06 -0.379
C -3.07048 -2.82268 -2.97209 -0.05 -0.02 -0.03 -0.136
H -3.00963 -4.03746 2.27040 0.00 0.00 0.02 0.083
H -1.70051 -2.87915 2.49662 0.01 0.02 0.00 0.048
H -1.44824 -4.30954 1.51171 -0.01 0.00 -0.01 0.065
H -3.23946 -1.88489 0.84595 0.00 -0.04 0.04 0.052
H -3.33427 -3.40042 -0.04355 0.01 0.03 0.04 0.068
H 0.41797 -3.81469 -0.11858 -0.05 -0.03 -0.04 0.057
H 0.37251 -3.54230 -1.83869 0.01 -0.02 0.04 0.059
H -1.82277 -5.21759 -0.43480 0.02 0.01 0.01 0.055
H -0.34396 -5.91372 -1.07058 0.01 0.00 -0.01 0.081
H -1.48200 -5.13857 -2.15584 -0.01 0.02 -0.02 0.057
H -1.64102 -1.21257 -2.93529 -0.04 0.02 0.02 0.054
H -3.03704 -0.93722 -1.88343 0.00 0.00 -0.07 0.056
H -2.37227 -3.56087 -3.36135 0.02 0.01 -0.01 0.063
H -3.62040 -2.41850 -3.82361 -0.02 0.00 0.02 0.077
H -3.79095 -3.33612 -2.33351 0.04 0.00 0.02 0.067
C -4.58605 0.79607 0.93298 -0.01 0.01 -0.02 0.025
C -3.12740 1.15712 0.94096 0.04 -0.04 -0.12 -0.560
N -2.77392 2.21312 1.67301 -0.04 0.09 0.13 0.210
O -2.30363 0.50322 0.29061 0.02 0.03 0.08 -0.124
H -5.18587 1.65797 0.64289 -0.02 0.02 -0.01 0.088
H -4.90178 0.48252 1.92850 0.00 -0.02 0.02 0.097
H -4.75371 -0.01547 0.23077 -0.01 0.01 0.00 0.085
H -3.44555 2.71992 2.22375 0.02 0.02 -0.04 0.122
H -1.80740 2.49738 1.72851 -0.01 -0.01 -0.03 0.002
I 1.11947 2.24872 2.38959 -0.05 0.32 0.49 0.678
I -0.43377 3.56663 4.18551 0.07 0.02 -0.01 0.161
C -0.47631 -0.87915 4.68427 0.01 0.04 0.05 -0.057
C -1.27276 -0.30276 3.53737 -0.10 0.01 -0.11 -0.313
O -0.71882 -0.70114 2.27319 0.07 -0.01 0.11 -0.235
H -0.85840 -0.51124 5.63592 -0.03 0.00 0.01 0.088
H 0.57004 -0.57721 4.60742 0.02 0.01 0.00 0.082
H -0.52669 -1.96853 4.69850 0.01 -0.02 -0.03 0.085
H -1.28593 0.78672 3.58240 0.01 -0.05 0.01 0.001
H -2.30974 -0.65199 3.55897 0.02 0.00 0.02 0.121
H 0.10166 -1.20971 2.40928 -0.04 0.00 0.02 0.059
```
Forces are in eV/Å.

- Frontier orbital gap: 0.27235 Ha
- Relative energy (zero: lowest compared OMol25 entry of this formula, charge and spin): 11.1 kcal per mole
- HOMO level: -10.726 eV
- LUMO level: -0.1218 hartree
- Charge: +1



> Which of these has the highest frontier orbital gap?

C43H51AsFI2InN2O7P



> What is the HOMO level in the first record?

-6.851 eV